No. 1
68
Properties=species:S:1:pos:R:3 method="wB97M-V/def2-TZVPD" spin_multiplicity=1 molar_mass_g_mol=809.451 de_lowest_ev=0.000 orbital_gap_ev=5.2 energy_ha=-4481.0404 charge=+1 max_force_ha_per_bohr=0.0318
Au 0.74 1.42 -0.41
O -6.11 4.91 -1.41
C -5.63 4.23 -2.46
O -6.22 4.19 -3.49
C -4.30 3.52 -2.29
C -3.75 2.96 -3.44
C -2.52 2.34 -3.40
C -1.82 2.26 -2.20
C -2.38 2.77 -1.05
C -3.61 3.40 -1.09
N -0.52 1.62 -2.11
C -0.07 0.95 -3.09
C 1.19 0.21 -2.97
C 1.70 -0.61 -3.96
C 2.89 -1.29 -3.72
C 3.54 -1.10 -2.51
C 2.97 -0.26 -1.56
N 1.82 0.36 -1.80
H -5.52 4.88 -0.65
H -4.30 3.04 -4.36
H -2.14 1.93 -4.33
H -1.85 2.68 -0.10
H -4.01 3.78 -0.16
H -0.61 0.88 -4.03
H 1.16 -0.73 -4.89
H 3.30 -1.95 -4.46
H 4.48 -1.59 -2.30
H 3.42 -0.08 -0.59
Br 1.61 -5.97 -2.06
C 1.54 -5.58 -0.21
C 0.74 -6.34 0.62
C 0.65 -6.01 1.96
C 1.32 -4.90 2.46
C 2.20 -4.20 1.63
C 2.31 -4.54 0.29
N 1.12 -4.59 3.85
N 1.36 -3.46 4.30
C 1.29 -2.28 3.53
C 2.12 -1.26 3.89
C 2.30 -0.14 3.06
C 1.64 -0.02 1.87
O 2.02 0.97 1.03
C 0.59 -0.96 1.59
N -0.21 -0.73 0.51
C -1.23 -1.52 0.28
C -1.54 -2.61 1.09
C -0.73 -2.89 2.15
C 0.40 -2.08 2.43
H 0.19 -7.19 0.23
H 0.02 -6.58 2.63
H 2.81 -3.41 2.03
H 3.00 -4.02 -0.36
H 2.71 -1.38 4.79
H 3.01 0.64 3.33
H -1.84 -1.27 -0.58
H -2.41 -3.22 0.88
H -0.96 -3.72 2.81
C 0.29 3.66 2.93
C 0.47 3.60 1.42
C -0.08 4.84 0.73
O -0.20 2.42 0.96
H 0.82 4.53 3.33
H 0.69 2.76 3.39
H -0.77 3.74 3.18
H 1.54 3.53 1.21
H -1.13 4.99 0.99
H 0.00 4.76 -0.36
H 0.48 5.72 1.04

=====

No. 2
65
Properties=species:S:1:pos:R:3 method="wB97M-V/def2-TZVPD" spin_multiplicity=1 molar_mass_g_mol=733.251 de_lowest_ev=0.000 orbital_gap_ev=9.2 energy_ha=-9418.2206 max_force_ha_per_bohr=0.0198
F -1.89 0.38 3.00
C -0.76 1.13 3.09
C -0.49 2.06 2.12
C 0.73 2.73 2.18
C 1.53 2.61 3.30
C 1.19 1.71 4.30
C 0.00 0.99 4.23
H -1.13 2.18 1.25
H 1.03 3.42 1.40
H 2.47 3.15 3.34
H 1.86 1.57 5.14
H -0.32 0.33 5.02
F 1.72 -1.81 -0.01
C 1.60 -3.12 0.32
C 0.45 -3.60 0.92
C 0.36 -4.94 1.22
C 1.38 -5.81 0.90
C 2.52 -5.33 0.27
C 2.64 -3.97 0.02
H -0.38 -2.95 1.13
H -0.57 -5.32 1.64
H 1.30 -6.87 1.10
H 3.32 -5.99 -0.04
H 3.56 -3.57 -0.39
F -4.93 5.25 -0.95
C -4.42 4.55 -1.98
C -3.93 5.22 -3.08
C -3.36 4.51 -4.11
C -3.28 3.12 -4.06
C -3.79 2.47 -2.95
C -4.39 3.18 -1.91
H -4.05 6.30 -3.13
H -3.04 5.05 -4.99
H -2.83 2.61 -4.90
H -3.62 1.41 -2.78
H -4.81 2.61 -1.09
F -6.25 -3.65 0.91
C -5.11 -2.97 0.66
C -4.95 -2.39 -0.58
C -3.80 -1.65 -0.81
C -2.84 -1.51 0.18
C -3.01 -2.14 1.40
C -4.19 -2.85 1.66
H -5.66 -2.52 -1.39
H -3.64 -1.13 -1.75
H -1.94 -0.93 -0.01
H -2.29 -2.00 2.19
H -4.35 -3.28 2.64
F 4.57 -1.65 -1.87
C 5.12 -0.62 -1.19
C 5.99 -0.91 -0.17
C 6.56 0.13 0.55
C 6.18 1.45 0.30
C 5.31 1.71 -0.75
C 4.80 0.68 -1.53
H 6.17 -1.95 0.07
H 7.30 -0.13 1.29
H 6.56 2.23 0.95
H 4.99 2.72 -0.93
H 4.09 0.85 -2.33
C 0.98 1.38 -1.72
Br 1.58 0.90 -3.48
Br -0.88 1.06 -1.50
Br 1.52 3.17 -1.28
H 1.52 0.73 -1.05

=====

No. 3
65
Properties=species:S:1:pos:R:3 method="wB97M-V/def2-TZVPD" spin_multiplicity=1 molar_mass_g_mol=581.095 orbital_gap_ev=7.3 energy_ha=-3548.2642 max_force_ha_per_bohr=0.0113
Cu 0.40 -0.56 1.07
O 1.78 -2.84 4.01
C 1.76 -2.05 3.07
N 1.17 -0.86 2.98
C 0.22 -0.57 4.03
C -1.21 -0.73 3.53
C -2.29 -0.55 4.39
C -3.57 -0.72 3.91
C -3.76 -1.06 2.58
C -2.64 -1.20 1.78
N -1.39 -1.03 2.24
C 2.45 -2.48 1.78
C 3.30 -3.58 1.78
C 3.90 -3.96 0.60
C 3.65 -3.23 -0.55
C 2.78 -2.16 -0.47
N 2.18 -1.79 0.66
H 0.34 0.46 4.38
H 0.35 -1.23 4.89
H -2.10 -0.30 5.43
H -4.42 -0.59 4.57
H -4.74 -1.21 2.16
H -2.73 -1.44 0.73
H 3.45 -4.10 2.72
H 4.56 -4.82 0.57
H 4.11 -3.49 -1.49
H 2.56 -1.56 -1.35
O 2.81 1.35 2.34
N 2.06 1.55 1.22
C 2.26 2.66 0.65
C 1.51 3.08 -0.56
C 1.87 4.33 -1.06
C 1.26 4.88 -2.18
C 0.26 4.17 -2.82
C -0.12 2.93 -2.34
C 0.49 2.35 -1.22
P -0.14 0.67 -0.75
C -1.94 0.94 -0.92
C -2.74 0.41 -1.93
C -4.11 0.63 -1.93
C -4.69 1.40 -0.93
C -3.90 1.95 0.07
C -2.54 1.71 0.08
C 0.29 -0.34 -2.21
C 1.13 0.08 -3.24
C 1.51 -0.81 -4.24
C 1.04 -2.12 -4.23
C 0.21 -2.54 -3.20
C -0.15 -1.67 -2.20
H 2.44 0.49 2.68
H 2.98 3.37 1.05
H 2.65 4.89 -0.56
H 1.56 5.85 -2.54
H -0.24 4.58 -3.69
H -0.91 2.39 -2.84
H -2.30 -0.19 -2.72
H -4.73 0.21 -2.71
H -5.76 1.58 -0.93
H -4.35 2.54 0.86
H -1.92 2.11 0.88
H 1.51 1.09 -3.26
H 2.17 -0.48 -5.04
H 1.34 -2.81 -5.01
H -0.15 -3.57 -3.18
H -0.76 -2.01 -1.37

=====

No. 4
69
Properties=species:S:1:pos:R:3 method="wB97M-V/def2-TZVPD" spin_multiplicity=1 molar_mass_g_mol=816.887 de_lowest_ev=0.303 orbital_gap_ev=6.2 energy_ha=-3052.9080 charge=+2 max_force_ha_per_bohr=0.0130
Ir -1.04 0.32 0.01
C 4.63 1.34 1.13
C 4.36 -0.01 1.27
C 3.23 -0.56 0.68
C 2.37 0.25 -0.06
C 2.66 1.61 -0.22
C 3.78 2.15 0.37
P 0.90 -0.42 -0.84
C 1.06 -0.05 -2.59
C -0.05 -0.02 -3.44
C 0.13 0.19 -4.80
C 1.41 0.39 -5.31
C 2.51 0.35 -4.47
C 2.34 0.14 -3.11
C 0.89 -2.20 -0.62
C 0.75 -2.74 0.67
C 0.72 -4.11 0.83
C 0.80 -4.95 -0.27
C 0.93 -4.41 -1.55
C 0.97 -3.04 -1.73
H 5.51 1.77 1.59
H 5.02 -0.64 1.85
H 3.03 -1.62 0.79
H 2.02 2.24 -0.83
H 4.01 3.20 0.24
H -1.04 -0.19 -3.06
H -0.72 0.20 -5.46
H 1.55 0.55 -6.37
H 3.51 0.50 -4.87
H 3.21 0.11 -2.46
H 0.68 -2.09 1.53
H 0.62 -4.53 1.83
H 0.77 -6.02 -0.14
H 1.00 -5.07 -2.41
H 1.07 -2.62 -2.72
N -0.15 -0.40 6.91
C 0.82 -0.31 5.98
S 2.41 -0.55 6.28
C 0.36 -0.04 4.59
C -0.83 -0.56 4.08
C -1.14 -0.37 2.75
N -0.35 0.34 1.92
C 0.77 0.89 2.42
C 1.15 0.71 3.73
H 0.10 -0.61 7.86
H -1.11 -0.14 6.72
H -1.49 -1.17 4.68
H -2.02 -0.83 2.32
H 1.35 1.50 1.75
H 2.07 1.14 4.09
F -5.05 -1.57 -0.33
C -4.15 -1.84 -1.28
F -3.92 -3.14 -1.32
F -4.62 -1.43 -2.45
C -2.86 -1.07 -0.92
O -2.13 -1.51 -0.01
O -2.59 0.03 -1.48
S -0.52 2.57 -0.27
C -2.16 3.03 -0.70
N -2.42 3.24 -2.01
C -3.62 3.61 -2.50
C -4.67 3.80 -1.63
C -4.45 3.61 -0.28
C -3.20 3.23 0.19
H -1.65 3.08 -2.65
H -3.68 3.75 -3.57
H -5.63 4.10 -2.02
H -5.26 3.77 0.43
H -3.00 3.10 1.25

=====

No. 5
63
Properties=species:S:1:pos:R:3 method="wB97M-V/def2-TZVPD" spin_multiplicity=1 molar_mass_g_mol=506.627 orbital_gap_ev=6.5 energy_ha=-1930.2583 max_force_ha_per_bohr=0.0368
C -5.17 4.15 -0.71
C -4.63 2.83 -0.25
C -5.29 2.12 0.77
C -4.81 0.89 1.20
C -3.65 0.36 0.61
S -3.08 -1.28 1.05
N -1.79 -0.93 2.08
C -0.99 -1.86 2.49
C -0.33 -1.69 3.78
C 0.25 -2.76 4.49
C 0.99 -2.49 5.64
C 1.14 -1.18 6.09
C 0.49 -0.13 5.44
C -0.28 -0.39 4.30
O -4.13 -1.93 1.79
O -2.55 -1.90 -0.15
C -3.00 1.04 -0.41
C -3.48 2.28 -0.83
H -4.54 4.57 -1.50
H -6.19 4.06 -1.09
H -5.20 4.88 0.12
H -6.19 2.55 1.21
H -5.32 0.34 1.98
H -0.95 -2.86 2.03
H 0.12 -3.77 4.11
H 1.47 -3.32 6.16
H 1.75 -0.98 6.98
H 0.57 0.90 5.81
H -0.81 0.40 3.77
H -2.13 0.60 -0.88
H -2.98 2.82 -1.63
C 4.37 -0.95 4.49
C 4.31 -2.33 4.29
C 3.50 -2.85 3.29
C 2.69 -2.01 2.51
C 1.69 -2.68 1.60
C 0.91 -1.88 0.71
N 0.52 -2.36 -0.53
C 0.55 -3.69 -0.86
C -0.01 -4.18 -2.04
C -0.63 -3.26 -2.95
C -1.34 -3.76 -4.05
C -1.42 -5.12 -4.29
C -0.75 -6.03 -3.44
C -0.04 -5.57 -2.34
C -0.52 -1.88 -2.64
C 0.08 -1.46 -1.49
O 1.50 -3.91 1.73
C 2.79 -0.62 2.68
C 3.63 -0.09 3.67
H 4.99 -0.54 5.29
H 4.89 -3.02 4.91
H 3.45 -3.93 3.12
H 0.91 -0.80 0.77
H 1.01 -4.35 -0.14
H -1.84 -3.03 -4.69
H -2.00 -5.49 -5.13
H -0.80 -7.10 -3.65
H 0.49 -6.25 -1.67
H -0.92 -1.14 -3.32
H 0.22 -0.41 -1.23
H 2.23 0.05 2.04
H 3.68 0.99 3.81

=====

No. 6
71
Properties=species:S:1:pos:R:3 method="wB97M-V/def2-TZVPD" spin_multiplicity=1 molar_mass_g_mol=695.505 de_lowest_ev=0.000 orbital_gap_ev="6.5 / 6.5" energy_ha=-4467.9140 charge=-1 max_force_ha_per_bohr=0.0110
Ni 0.10 -0.97 -0.26
N -3.10 -3.51 1.09
C -2.11 -2.78 0.47
S -1.18 -1.71 1.45
N -1.99 -2.96 -0.81
N -0.99 -2.15 -1.37
C -0.90 -2.28 -2.64
C 0.03 -1.59 -3.50
C -0.06 -1.83 -4.88
C 0.78 -1.22 -5.79
C 1.74 -0.32 -5.30
C 1.86 -0.06 -3.96
C 1.01 -0.68 -3.00
O 1.16 -0.40 -1.76
H -2.99 -3.63 2.08
H -3.42 -4.32 0.58
H -1.59 -2.97 -3.11
H -0.81 -2.53 -5.23
H 0.70 -1.43 -6.85
H 2.41 0.17 -6.00
H 2.59 0.63 -3.58
S 1.24 0.44 1.13
C 2.22 -0.69 2.00
N 2.77 -0.49 3.15
N 2.46 0.68 3.75
C 2.72 0.83 5.10
C 3.41 -0.13 5.84
C 3.65 0.08 7.19
C 3.22 1.24 7.83
C 2.54 2.20 7.09
C 2.29 2.00 5.74
N 2.64 -1.97 1.48
N 1.95 -2.40 0.55
C 2.42 -3.64 0.02
C 3.75 -4.03 0.07
C 4.13 -5.23 -0.50
C 3.18 -6.05 -1.11
C 1.85 -5.66 -1.15
C 1.47 -4.45 -0.59
H 1.73 1.23 3.32
H 3.73 -1.04 5.35
H 4.18 -0.68 7.75
H 3.41 1.39 8.88
H 2.20 3.11 7.56
H 1.76 2.75 5.17
H 4.47 -3.37 0.54
H 5.17 -5.53 -0.47
H 3.48 -6.99 -1.55
H 1.11 -6.29 -1.62
H 0.43 -4.12 -0.61
S -5.33 3.39 -1.76
C -3.87 2.44 -1.37
C -3.55 2.15 -0.06
C -2.41 1.41 0.20
N -1.61 0.96 -0.77
C -1.91 1.25 -2.03
C -3.04 1.98 -2.39
C -4.62 5.02 -1.74
C -4.03 5.57 -2.87
C -3.46 6.83 -2.78
N -3.45 7.56 -1.67
C -4.03 7.03 -0.60
C -4.62 5.78 -0.57
H -4.18 2.49 0.75
H -2.12 1.14 1.21
H -1.24 0.87 -2.78
H -3.26 2.18 -3.42
H -4.02 5.02 -3.80
H -2.99 7.27 -3.65
H -4.01 7.64 0.30
H -5.08 5.40 0.33

=====

No. 7
63
Properties=species:S:1:pos:R:3 method="wB97M-V/def2-TZVPD" spin_multiplicity=1 molar_mass_g_mol=730.114 de_lowest_ev=0.460 orbital_gap_ev=5.8 energy_ha=-3880.8314 charge=+2 max_force_ha_per_bohr=0.0274
Au 0.69 0.28 1.32
O 0.90 3.16 2.77
N 1.55 2.51 1.71
C 1.62 3.27 0.69
C 2.25 2.88 -0.60
C 3.00 3.92 -1.15
C 3.71 3.76 -2.33
C 3.65 2.55 -3.00
C 2.90 1.51 -2.49
C 2.19 1.65 -1.29
P 1.21 0.16 -0.93
C 2.28 -1.24 -1.20
C 3.31 -1.50 -0.29
C 4.18 -2.55 -0.50
C 4.03 -3.35 -1.63
C 3.01 -3.11 -2.53
C 2.13 -2.05 -2.33
C -0.17 0.08 -2.04
C -0.43 1.11 -2.95
C -1.50 1.00 -3.82
C -2.31 -0.12 -3.79
C -2.06 -1.15 -2.89
C -1.00 -1.05 -2.00
H 1.27 2.77 3.57
H 1.27 4.29 0.79
H 3.04 4.87 -0.63
H 4.31 4.57 -2.72
H 4.20 2.41 -3.93
H 2.86 0.57 -3.02
H 3.43 -0.87 0.59
H 4.98 -2.74 0.20
H 4.71 -4.18 -1.79
H 2.90 -3.73 -3.41
H 1.35 -1.86 -3.05
H 0.21 1.99 -2.98
H -1.70 1.79 -4.53
H -3.14 -0.20 -4.48
H -2.69 -2.03 -2.88
H -0.80 -1.85 -1.30
Ge -1.10 -1.08 2.61
C -1.61 0.47 3.51
C -2.37 1.50 2.93
C -2.94 2.45 3.74
C -2.75 2.39 5.12
C -1.98 1.39 5.70
C -1.37 0.44 4.90
C -2.16 -2.03 1.40
C -3.08 -1.40 0.55
C -3.96 -2.16 -0.19
C -3.93 -3.55 -0.10
C -3.01 -4.19 0.73
C -2.12 -3.43 1.47
H -0.23 -1.99 3.50
H -2.51 1.55 1.86
H -3.54 3.25 3.31
H -3.21 3.14 5.76
H -1.83 1.36 6.78
H -0.75 -0.33 5.35
H -3.11 -0.32 0.47
H -4.69 -1.67 -0.83
H -4.64 -4.14 -0.67
H -3.00 -5.27 0.79
H -1.40 -3.94 2.11